{
  "formula": "C6H12O",
  "method": "wB97M-V/def2-TZVPD",
  "energy_ha": -310.94530,
  "lumo_ev": 0.83,
  "smiles": "C=CC(=C)CC.O",
  "homo_energy_ev": -8.521,
  "orbital_gap_ev": 9.35,
  "species": ["C", "C", "C", "C", "C", "C", "H", "H", "H", "H", "H", "H", "H", "H", "H", "H", "H", "H", "O"],
  "xyz": [[2.196, 0.914, 1.291], [0.727, 1.137, 1.569], [-0.273, 0.227, 0.772], [-1.414, 0.852, 0.264], [-0.123, -2.242, -0.125], [-0.150, -1.149, 0.821], [2.499, 1.102, 0.262], [2.593, -0.049, 1.403], [2.840, 1.499, 1.875], [0.527, 2.279, 1.416], [0.555, 0.910, 2.590], [-1.949, 0.198, -0.464], [-1.516, 1.926, 0.217], [-0.118, -3.341, 0.222], [-0.372, -2.201, -1.203], [0.065, -1.439, 1.880], [-1.276, -0.047, -4.455], [-2.819, -0.194, -4.367], [-1.992, -0.382, -3.967]],
  "atomic_forces_ev_per_a": [[-0.06, 0.17, -1.70], [-0.49, 0.81, -1.27], [-2.39, 6.20, -1.01], [2.73, -2.55, -1.06], [-1.14, 1.69, 2.63], [1.40, -7.08, -1.42], [-0.41, 0.46, -0.29], [-0.11, -1.94, 0.61], [0.60, 1.22, 1.05], [-0.09, -2.20, 0.15], [-0.21, -0.02, 1.28], [-0.33, 0.77, 0.98], [-0.10, 0.01, 0.22], [0.29, 2.09, -0.10], [0.40, 0.69, 0.74], [-0.08, -0.30, -0.84], [1.02, 0.80, -1.22], [-0.79, 0.45, -0.84], [-0.23, -1.26, 2.08]]
}

---

{
  "formula": "C6H12O",
  "method": "wB97M-V/def2-TZVPD",
  "energy_ha": -310.91900,
  "lumo_ev": 0.84,
  "smiles": "C/C=C/CC.C=O",
  "homo_energy_ev": -8.224,
  "orbital_gap_ev": 9.07,
  "species": ["C", "C", "C", "O", "C", "C", "C", "H", "H", "H", "H", "H", "H", "H", "H", "H", "H", "H", "H"],
  "xyz": [[0.588, -1.921, 1.523], [0.756, -0.688, 0.676], [0.271, -1.214, -1.379], [0.323, -0.212, -2.138], [-0.015, 1.515, -0.167], [-1.147, 2.206, -0.827], [-0.184, 0.347, 0.669], [0.997, -2.792, 1.006], [-0.465, -2.133, 1.731], [1.109, -1.842, 2.478], [1.783, -0.409, 0.445], [1.108, -1.927, -1.369], [-0.696, -1.672, -1.142], [0.992, 1.691, -0.534], [-1.265, 1.764, -1.812], [-0.953, 3.270, -0.952], [-2.085, 2.068, -0.279], [-1.198, 0.148, 1.024], [0.081, 1.800, 1.047]],
  "atomic_forces_ev_per_a": [[-0.09, 0.03, -0.04], [-0.79, 1.29, 1.36], [-0.11, 1.07, -2.31], [0.01, -1.29, 1.41], [0.83, 0.74, 3.48], [-0.56, 0.12, -0.26], [0.55, -3.29, -2.20], [0.01, -0.02, -0.01], [0.10, 0.09, -0.03], [0.04, -0.02, 0.05], [-0.16, -0.13, -0.36], [0.15, 0.08, 0.36], [-0.11, 0.04, 0.30], [-0.15, -0.24, -0.19], [-0.10, -0.01, -0.16], [-0.06, 0.02, 0.05], [0.14, 0.08, -0.04], [0.21, 0.13, 0.12], [0.10, 1.32, -1.54]]
}

---

{
  "formula": "C6H12O",
  "method": "wB97M-V/def2-TZVPD",
  "energy_ha": -310.98119,
  "lumo_ev": 1.09,
  "smiles": "CCC1(OC)CC1",
  "homo_energy_ev": -8.945,
  "orbital_gap_ev": 10.03,
  "species": ["C", "C", "C", "C", "C", "C", "O", "H", "H", "H", "H", "H", "H", "H", "H", "H", "H", "H", "H"],
  "xyz": [[2.327, -0.306, -0.131], [1.203, 0.192, -1.057], [-0.174, 0.201, -0.348], [-0.862, 1.546, -0.374], [-1.570, 0.350, -0.938], [-1.168, -1.225, 1.349], [-0.046, -0.585, 0.811], [2.300, 0.200, 0.838], [2.244, -1.378, 0.064], [3.310, -0.117, -0.579], [1.439, 1.227, -1.329], [1.220, -0.386, -1.988], [-1.797, -0.525, 1.917], [-1.247, 2.032, 0.514], [-0.455, 2.221, -1.123], [-1.817, 0.273, -1.993], [-2.393, 0.024, -0.302], [-0.784, -1.992, 2.025], [-1.781, -1.718, 0.584]],
  "atomic_forces_ev_per_a": [[0.02, -0.02, -0.02], [-0.07, 0.00, -0.12], [-0.02, 0.16, -0.12], [0.05, 0.27, 0.13], [0.03, -0.13, -0.14], [-0.22, -0.13, 0.16], [0.01, 0.20, 0.14], [0.00, -0.04, -0.18], [-0.01, 0.15, -0.03], [-0.21, -0.01, -0.05], [-0.08, -0.21, -0.09], [-0.18, -0.07, 0.12], [-0.03, -0.14, -0.04], [-0.05, -0.15, 0.01], [0.05, 0.04, 0.32], [0.33, 0.06, 0.04], [0.31, -0.14, -0.26], [-0.07, 0.15, 0.01], [0.15, 0.04, 0.12]]
}

---

{
  "formula": "C6H12O",
  "method": "wB97M-V/def2-TZVPD",
  "energy_ha": -310.90432,
  "lumo_ev": 0.74,
  "homo_energy_ev": -8.541,
  "orbital_gap_ev": 9.28,
  "species": ["C", "C", "C", "C", "C", "C", "O", "H", "H", "H", "H", "H", "H", "H", "H", "H", "H", "H", "H"],
  "xyz": [[-1.038, 1.381, 1.007], [-0.184, 0.191, 1.452], [0.782, -0.285, 0.384], [1.878, 0.402, 0.073], [0.430, -1.575, -0.342], [-0.662, -1.248, -1.332], [-1.811, -1.461, -0.717], [-1.671, 1.110, 0.157], [-0.405, 2.219, 0.699], [-1.688, 1.722, 1.819], [-0.843, -0.633, 1.746], [0.392, 0.467, 2.343], [2.136, 1.324, 0.590], [2.547, 0.082, -0.720], [0.791, 1.199, -2.816], [0.114, -2.329, 0.392], [1.307, -1.935, -0.889], [0.403, 0.599, -2.599], [-2.519, -1.205, -1.327]],
  "atomic_forces_ev_per_a": [[-0.04, 0.06, -0.04], [0.01, -0.03, 0.09], [0.17, 0.13, 0.04], [-0.08, -0.07, 0.01], [0.04, -0.06, -0.10], [-0.07, -0.15, 0.37], [0.03, 0.05, -0.26], [0.09, 0.08, 0.09], [-0.08, -0.10, 0.04], [0.08, -0.06, -0.10], [0.11, 0.09, -0.02], [-0.08, -0.01, -0.10], [-0.06, -0.13, -0.03], [-0.10, 0.02, 0.12], [-0.02, 0.00, -0.05], [-0.01, 0.05, -0.10], [-0.14, 0.08, 0.05], [0.06, 0.12, -0.11], [0.07, -0.08, 0.11]]
}

---

{
  "formula": "C6H12O",
  "method": "wB97M-V/def2-TZVPD",
  "energy_ha": -311.00962,
  "lumo_ev": 1.03,
  "smiles": "CC(C)[C@H]1C[C@H]1O",
  "homo_energy_ev": -9.436,
  "orbital_gap_ev": 10.46,
  "species": ["C", "C", "C", "C", "C", "C", "O", "H", "H", "H", "H", "H", "H", "H", "H", "H", "H", "H", "H"],
  "xyz": [[1.735, 1.196, 0.004], [0.724, 0.068, 0.267], [1.292, -1.288, -0.177], [-0.566, 0.290, -0.495], [-1.638, -0.764, -0.396], [-1.904, 0.639, 0.086], [-2.099, 0.888, 1.446], [1.536, 2.089, 0.605], [2.754, 0.863, 0.231], [1.720, 1.498, -1.051], [0.504, 0.042, 1.347], [2.227, -1.521, 0.339], [1.489, -1.267, -1.256], [0.598, -2.119, -0.003], [-0.417, 0.681, -1.500], [-2.066, -1.207, -1.289], [-1.478, -1.491, 0.403], [-2.528, 1.319, -0.491], [-1.882, 0.085, 1.931]],
  "atomic_forces_ev_per_a": [[0.03, 0.01, 0.01], [0.01, -0.04, 0.00], [0.13, -0.06, -0.01], [0.13, 0.03, -0.17], [-0.26, -0.03, 0.12], [-0.09, -0.01, -0.31], [0.17, -0.14, 0.22], [-0.09, -0.14, -0.09], [-0.12, 0.06, 0.04], [0.01, -0.12, 0.16], [0.06, -0.07, -0.21], [0.01, 0.04, -0.05], [0.06, 0.02, 0.14], [0.13, 0.27, 0.05], [0.05, -0.02, 0.06], [-0.16, 0.25, 0.10], [-0.09, 0.16, -0.12], [0.09, -0.29, 0.01], [-0.05, 0.10, 0.06]]
}

---

{
  "formula": "C6H12O",
  "method": "wB97M-V/def2-TZVPD",
  "energy_ha": -310.87533,
  "lumo_ev": 0.26,
  "homo_energy_ev": -8.445,
  "orbital_gap_ev": 8.71,
  "species": ["C", "C", "C", "C", "C", "C", "O", "H", "H", "H", "H", "H", "H", "H", "H", "H", "H", "H", "H"],
  "xyz": [[2.398, 0.884, 0.781], [0.848, -1.344, 0.264], [0.223, -0.779, -0.898], [-1.241, -1.317, -0.914], [-1.000, 0.124, -0.735], [-1.328, 0.816, 0.568], [-2.701, 1.159, 0.620], [2.620, 0.772, -0.284], [3.313, 0.790, 1.367], [1.924, 1.853, 0.957], [1.696, 0.103, 1.121], [1.824, -1.767, -0.049], [0.699, -0.712, -1.879], [-1.582, -1.709, -1.866], [-1.508, -1.905, -0.041], [-1.171, 0.743, -1.614], [-1.026, 0.189, 1.417], [-0.785, 1.764, 0.639], [-3.202, 0.336, 0.546]],
  "atomic_forces_ev_per_a": [[0.03, 0.03, 0.02], [-0.08, 0.01, -0.35], [0.38, -0.08, 0.06], [-0.33, -0.11, 0.02], [-0.16, 0.06, -0.03], [0.39, -0.05, 0.02], [-0.22, -0.20, 0.00], [-0.02, 0.02, 0.20], [-0.07, 0.10, -0.09], [0.12, -0.09, -0.01], [0.16, 0.20, 0.03], [-0.15, 0.00, 0.04], [-0.07, -0.05, 0.17], [0.09, 0.10, 0.10], [0.00, 0.10, -0.14], [0.04, -0.11, 0.11], [-0.07, 0.06, -0.14], [-0.05, -0.15, -0.03], [-0.01, 0.18, 0.04]]
}

---

{
  "formula": "C6H12O",
  "method": "wB97M-V/def2-TZVPD",
  "energy_ha": -310.97523,
  "lumo_ev": 1.03,
  "smiles": "CCC[C@H]1C[C@H]1O",
  "homo_energy_ev": -8.593,
  "orbital_gap_ev": 9.62,
  "species": ["C", "C", "C", "C", "C", "C", "O", "H", "H", "H", "H", "H", "H", "H", "H", "H", "H", "H", "H"],
  "xyz": [[1.607, -0.986, -1.891], [0.348, -0.745, -1.071], [0.611, -0.523, 0.410], [-0.669, -0.342, 1.138], [-0.946, 0.755, 2.030], [-1.394, 1.164, 0.671], [-0.758, 2.309, 0.165], [2.332, -0.180, -1.785], [2.106, -1.907, -1.596], [1.378, -1.081, -2.943], [-0.371, -1.557, -1.210], [-0.373, 0.177, -1.229], [1.259, 0.355, 0.536], [1.148, -1.379, 0.809], [-1.353, -1.190, 1.133], [-0.089, 1.301, 2.383], [-1.710, 0.578, 2.763], [-2.470, 1.158, 0.497], [-0.689, 2.224, -0.792]],
  "atomic_forces_ev_per_a": [[-0.34, 0.50, -0.12], [-1.62, 1.50, 0.34], [0.66, -0.48, 0.17], [-0.92, 1.41, -2.55], [-0.27, 0.98, 1.06], [-0.31, -1.40, 1.51], [0.40, -0.95, -0.22], [0.00, 0.11, 0.07], [-0.08, -0.10, 0.20], [-0.06, 0.00, -0.36], [0.20, -0.27, 0.11], [1.85, -1.45, -0.96], [-0.13, -0.13, 0.01], [0.31, -0.21, 0.23], [0.04, 0.25, -0.13], [0.16, 0.25, 0.28], [-0.15, 0.13, 0.44], [0.25, -0.22, -0.03], [0.02, 0.08, -0.05]]
}

---

{
  "formula": "C6H12O",
  "method": "wB97M-V/def2-TZVPD",
  "energy_ha": -310.93502,
  "lumo_ev": 1.01,
  "homo_energy_ev": -8.344,
  "orbital_gap_ev": 9.36,
  "species": ["C", "C", "C", "C", "C", "C", "O", "H", "H", "H", "H", "H", "H", "H", "H", "H", "H", "H", "H"],
  "xyz": [[-2.629, -0.161, -0.196], [-1.241, -0.305, -0.815], [-0.168, -0.662, 0.196], [1.247, -0.811, -0.344], [2.091, -0.119, 0.734], [1.154, 0.792, 1.509], [-0.054, 0.445, 1.173], [-2.949, -1.100, 0.270], [-2.629, 0.615, 0.575], [-3.370, 0.108, -0.954], [-1.247, -1.087, -1.585], [-0.943, 0.627, -1.314], [-0.475, -1.531, 0.792], [1.512, -1.860, -0.498], [1.343, -0.292, -1.306], [2.948, 0.444, 0.351], [2.492, -0.827, 1.475], [1.436, 2.748, 0.324], [1.483, 2.976, -0.386]],
  "atomic_forces_ev_per_a": [[-0.05, 0.01, 0.03], [0.04, -0.01, -0.03], [0.00, -0.15, -0.14], [-0.05, -0.01, -0.06], [0.06, 0.06, 0.04], [-0.13, -0.37, -0.17], [0.21, 0.16, 0.17], [0.05, 0.13, -0.06], [-0.02, -0.11, -0.11], [0.11, -0.04, 0.11], [0.01, 0.10, 0.11], [-0.03, -0.12, 0.07], [0.03, 0.09, -0.08], [-0.03, 0.16, 0.03], [-0.03, -0.06, 0.14], [-0.13, -0.07, 0.09], [-0.06, 0.10, -0.05], [0.01, 0.10, -0.08], [0.01, 0.02, -0.01]]
}

---

{
  "formula": "C6H12O",
  "method": "wB97M-V/def2-TZVPD",
  "energy_ha": -310.82494,
  "lumo_ev": 0.79,
  "homo_energy_ev": -6.306,
  "orbital_gap_ev": 7.09,
  "species": ["C", "C", "C", "C", "C", "C", "O", "H", "H", "H", "H", "H", "H", "H", "H", "H", "H", "H", "H"],
  "xyz": [[-0.258, -2.139, 0.080], [-1.248, -1.033, -0.145], [0.405, 0.813, -0.360], [1.703, 0.604, -1.069], [-0.361, 2.061, -0.074], [0.003, 1.053, 0.971], [-1.157, 0.135, 1.318], [-0.288, -2.508, 1.111], [0.763, -1.830, -0.147], [-0.518, -2.986, -0.570], [-2.254, -1.264, 0.205], [-1.257, -0.585, -1.127], [2.319, -0.162, -0.579], [1.521, 0.250, -2.096], [2.320, 1.512, -1.161], [-1.415, 2.145, -0.363], [0.134, 3.040, -0.010], [0.542, 1.275, 1.894], [-0.956, -0.381, 2.122]],
  "atomic_forces_ev_per_a": [[0.06, 0.05, 0.03], [-0.13, -0.21, -0.12], [0.08, -0.02, 0.07], [0.07, -0.05, -0.01], [-0.15, 0.20, -0.05], [0.11, 0.00, -0.01], [0.05, -0.10, 0.18], [0.01, 0.05, -0.16], [-0.16, -0.05, 0.00], [0.00, 0.11, 0.08], [0.13, 0.04, 0.00], [-0.04, -0.04, 0.14], [-0.09, 0.14, -0.04], [0.07, 0.08, 0.14], [-0.11, -0.08, 0.08], [0.17, -0.03, 0.04], [-0.02, -0.17, -0.03], [-0.04, -0.04, -0.20], [-0.03, 0.12, -0.14]]
}

---

{
  "formula": "C6H12O2",
  "method": "wB97M-V/def2-TZVPD",
  "energy_ha": -386.14305,
  "lumo_ev": 0.66,
  "homo_energy_ev": -7.864,
  "orbital_gap_ev": 8.52,
  "species": ["C", "C", "C", "H", "H", "H", "H", "H", "H", "H", "H", "C", "C", "C", "O", "O", "H", "H", "H", "H"],
  "xyz": [[1.223, -0.184, 0.586], [1.794, -0.439, -0.789], [1.372, 1.223, 1.133], [1.580, -0.927, 1.297], [-0.176, -0.018, 0.159], [2.428, 1.459, 1.291], [2.886, -0.403, -0.770], [1.457, 0.314, -1.509], [1.489, -1.427, -1.139], [0.969, 1.966, 0.441], [0.848, 1.338, 2.084], [-2.345, -0.042, -1.311], [-1.811, 0.332, 0.034], [-0.634, -1.051, 0.732], [-2.168, 1.211, 0.757], [-0.718, -2.131, 0.165], [-0.811, -0.841, 1.793], [-3.425, 0.099, -1.346], [-2.092, -1.075, -1.548], [-1.868, 0.597, -2.061]],
  "atomic_forces_ev_per_a": [[-0.50, 0.39, -0.41], [-0.07, 0.02, 0.04], [-0.03, -0.01, -0.03], [-0.27, -0.05, -0.03], [1.27, -0.50, 0.75], [-0.03, -0.02, 0.02], [-0.02, -0.04, 0.03], [0.00, -0.02, 0.02], [0.01, 0.02, -0.02], [0.02, -0.02, 0.00], [0.05, 0.00, -0.01], [0.01, -0.09, -0.12], [0.24, -0.78, 0.39], [-1.61, 0.58, -0.58], [0.17, -0.12, -0.12], [0.42, 0.27, -0.02], [0.37, 0.20, -0.06], [0.05, 0.10, -0.02], [0.02, -0.01, 0.13], [-0.08, 0.07, 0.05]]
}

---

{
  "formula": "C6H12O2",
  "method": "wB97M-V/def2-TZVPD",
  "energy_ha": -385.99407,
  "lumo_ev": 0.96,
  "smiles": "C1CCOCCOC1",
  "homo_energy_ev": -9.069,
  "orbital_gap_ev": 10.02,
  "species": ["C", "C", "C", "C", "C", "C", "H", "H", "H", "H", "H", "H", "H", "H", "H", "H", "H", "H", "O", "O"],
  "xyz": [[1.259, -1.507, -0.107], [2.095, -0.329, -0.231], [1.452, 1.119, 0.236], [-1.388, 1.216, 0.025], [-2.158, -0.175, -0.279], [-0.145, -0.806, 0.016], [1.744, -2.185, 0.808], [1.254, -2.277, -1.002], [2.487, 0.100, -1.098], [2.894, -0.527, 0.742], [1.386, 1.047, 1.469], [2.043, 2.087, -0.068], [-1.668, 1.138, 1.038], [-1.983, 2.054, -0.389], [-2.336, -0.523, -1.382], [-3.040, -0.260, 0.433], [-0.247, -0.304, -0.934], [0.085, -0.122, 0.904], [0.276, 1.666, -0.165], [-1.441, -1.333, 0.354]],
  "atomic_forces_ev_per_a": [[-1.64, -5.13, 0.11], [2.46, 3.48, 4.56], [0.96, 0.09, 4.42], [0.20, -0.39, -0.35], [-0.16, -2.31, 0.12], [2.06, -1.91, 2.93], [-2.14, 1.65, -2.10], [0.21, 1.68, 1.46], [1.30, -0.99, -1.92], [-1.36, 1.35, -3.45], [0.71, 0.40, -2.53], [0.13, -2.38, 0.73], [0.98, 0.98, 1.87], [1.13, -0.30, -0.21], [0.12, 1.16, 1.93], [0.23, 1.12, -1.65], [0.56, -0.09, -0.17], [-0.74, -1.14, -1.52], [-5.87, 1.16, -2.31], [0.85, 1.58, -1.90]]
}

---

{
  "formula": "C6H12O2",
  "method": "wB97M-V/def2-TZVPD",
  "energy_ha": -386.19089,
  "lumo_ev": 0.67,
  "smiles": "C=C(C)/C=C/CO.O",
  "homo_energy_ev": -9.042,
  "orbital_gap_ev": 9.71,
  "species": ["C", "C", "C", "C", "O", "C", "C", "H", "H", "H", "H", "H", "H", "H", "H", "H", "H", "H", "H", "O"],
  "xyz": [[1.651, -2.398, 0.227], [1.398, -1.335, -0.840], [2.411, -0.772, -1.456], [-1.726, 0.734, 0.074], [-2.316, -0.537, 0.478], [-0.300, 0.305, -0.323], [-0.016, -0.884, -0.876], [2.539, -3.066, 0.268], [0.857, -3.132, 0.332], [1.701, -1.823, 1.146], [3.438, -0.926, -1.268], [2.472, 0.040, -2.167], [-2.457, 0.953, -0.724], [-1.548, 1.345, 0.971], [-2.227, -0.618, 1.449], [0.410, 1.022, 0.049], [-0.735, -1.592, -1.291], [-1.690, 4.671, 1.982], [-2.350, 3.929, 0.727], [-1.512, 4.085, 1.244]],
  "atomic_forces_ev_per_a": [[0.21, -0.46, 0.55], [0.31, -0.96, 0.35], [0.75, 1.31, -0.90], [0.74, -2.95, 0.00], [-0.81, 0.11, 1.59], [-1.46, 0.11, -0.68], [0.90, 0.88, -0.05], [-0.01, 0.97, -0.89], [-0.58, 0.28, -0.08], [-0.22, -0.11, 0.47], [0.98, -1.34, 0.75], [-1.41, 0.29, -0.23], [0.85, 1.26, 0.35], [-0.94, 0.62, -0.76], [-0.04, -0.07, -0.88], [0.85, -0.29, -0.14], [-0.14, 0.37, 0.54], [-0.40, 0.09, -0.05], [1.27, 0.52, 1.15], [-0.86, -0.64, -1.10]]
}